Here is a structure of composition C6H11N3O at a distorted geometry from the OMol25 dataset. Energies are from ωB97M-V/def2-TZVPD.

HOMO energy   -0.33383 hartree
Frontier orbital gap   9.8748 eV
Electronic energy   -474.65129 hartree

Geometry as ORCA input:
```
! RIJCOSX wB97M-V def2-TZVPD def2/J DEFGRID3
* xyz 0 1
N 0.041 1.066 2.132
C 0.728 0.356 1.059
C 0.499 -1.141 1.043
C 0.401 -1.848 -0.088
C 0.498 -1.210 -1.446
N 0.892 0.194 -1.435
C 0.395 0.982 -0.314
C -1.091 1.254 -0.479
N -2.064 0.383 -0.384
H -0.927 0.765 2.218
H 0.487 0.888 3.026
H 1.805 0.533 1.212
H 0.448 -1.639 2.015
H 0.245 -2.929 -0.053
H 1.219 -1.762 -2.066
H -0.475 -1.321 -1.957
H 1.902 0.277 -1.481
H 0.852 1.977 -0.375
O -1.487 2.136 -1.360
H -1.820 -0.431 0.173
H -2.546 1.470 -1.440
*
```

***

Here is an isolated molecule of C6H11N3S at a distorted geometry from the OMol25 dataset. Energies are from ωB97M-V/def2-TZVPD.

HOMO energy   -0.28794 hartree
Frontier orbital gap   8.5768 eV
Structure (SMILES)   CCc1n[nH]n(CC)c1=S
Electronic energy   -797.53803 hartree

Geometry as ORCA input:
```
! RIJCOSX wB97M-V def2-TZVPD def2/J DEFGRID3
* xyz 0 1
C -0.104 -0.857 0.879
C 1.210 -0.116 -0.257
C -0.349 -1.916 3.092
C -0.628 1.830 -2.745
C 0.048 -2.077 1.611
C 0.689 1.687 -1.870
N -0.953 0.074 0.837
N -0.781 1.061 -0.006
N 0.502 0.890 -0.697
S 2.692 -0.659 -0.501
H -1.333 -2.425 3.438
H -0.388 -0.863 3.338
H 0.452 -2.421 3.754
H -1.224 2.586 -2.343
H -0.348 2.162 -3.683
H -1.032 0.882 -2.825
H -0.476 -2.969 1.114
H 1.129 -2.245 1.507
H 1.357 1.206 -2.446
H 0.950 2.652 -1.580
H -1.414 1.518 -0.615
*
```

***

Here is the ion C6H11N5OS with charge +2 at a distorted geometry from the OMol25 dataset. Energies are from ωB97M-V/def2-TZVPD.

HOMO energy (spin up / spin down)   -0.61203 / -0.59520 hartree
Frontier orbital gap (spin up / spin down)   6.5366 / 7.1055 eV
Electronic energy   -981.54670 hartree

Geometry as ORCA input:
```
! RIJCOSX wB97M-V def2-TZVPD def2/J DEFGRID3
* xyz 2 1
C -0.674 0.868 0.498
C 0.858 -0.669 -0.109
C 2.706 0.719 -0.675
C -0.636 -3.846 0.520
C -2.338 2.579 -0.343
C 1.442 1.580 -0.690
N -1.777 0.362 0.686
N 0.473 0.678 -0.085
N 0.025 -1.552 0.271
N 0.359 -2.845 0.368
N -1.750 1.865 0.714
O 2.173 -0.718 -0.503
S 3.790 0.690 0.724
H 3.412 0.941 -1.496
H -1.658 -3.535 0.205
H -0.167 -4.744 0.055
H -0.694 -4.151 1.625
H -3.374 2.359 -0.614
H -1.640 2.370 -1.178
H -2.514 3.633 0.011
H 1.398 2.593 -0.225
H 1.210 1.753 -1.806
H 1.329 -3.102 0.320
H -1.953 2.174 1.728
*
```

***

Here is a structure of composition C6H11N5PRu at a distorted geometry from the OMol25 dataset. Energies are from ωB97M-V/def2-TZVPD.

HOMO energy (spin up / spin down)   -0.40509 / -0.40106 hartree
Frontier orbital gap (spin up / spin down)   6.2835 / 5.0078 eV
Electronic energy   -944.63823 hartree

Geometry as ORCA input:
```
! RIJCOSX wB97M-V def2-TZVPD def2/J DEFGRID3
* xyz 1 5
C 0.248 -0.061 -2.053
C -0.534 -0.585 -3.176
C -0.070 -1.916 -3.480
C 1.162 -2.103 -2.739
C 1.335 -0.999 -1.839
Ru -0.304 1.408 0.925
P -0.365 3.206 -0.240
H 0.089 0.902 -1.482
H -1.393 -0.063 -3.558
H -0.581 -2.630 -4.155
H 2.158 -0.871 -1.117
H 1.798 -2.952 -2.784
H -1.465 3.811 0.446
H -0.603 3.519 -1.581
H 0.739 3.993 0.100
N -0.503 0.411 4.358
N -0.611 -0.100 3.071
N -0.635 -1.461 2.986
C 0.077 -1.718 1.885
N 0.694 -0.687 1.352
N 0.421 0.358 2.207
H -0.727 1.393 4.392
H -1.103 -0.135 4.976
H 0.173 -2.719 1.506
*
```

***

Here is an isolated molecule of C6H11NO at a distorted geometry from the OMol25 dataset. Energies are from ωB97M-V/def2-TZVPD.

HOMO energy   -0.25284 hartree
Frontier orbital gap   7.6880 eV
Electronic energy   -365.10778 hartree

Geometry as ORCA input:
```
! RIJCOSX wB97M-V def2-TZVPD def2/J DEFGRID3
* xyz 0 1
C -2.861 0.028 -0.269
C 2.183 -1.057 0.153
C 1.121 1.056 -0.723
C -1.382 0.276 -0.370
N 1.300 1.787 0.369
C 0.996 -0.402 -0.531
C -0.463 -0.612 0.361
O -0.929 1.163 -1.104
H 1.508 2.767 0.259
H 1.010 1.516 1.312
H 0.777 -0.889 -1.482
H -3.183 0.106 0.771
H -3.086 -0.983 -0.611
H -3.417 0.738 -0.877
H -0.839 -1.631 0.454
H -0.189 -0.200 1.334
H 2.004 -2.123 0.289
H 3.076 -0.933 -0.460
H 2.375 -0.610 1.127
*
```

***

Here is a cluster of 2 separate species, C6H11NO in total at a distorted geometry from the OMol25 dataset. Energies are from ωB97M-V/def2-TZVPD.

HOMO energy   -0.28761 hartree
Frontier orbital gap   8.5910 eV
Electronic energy   -365.06155 hartree

Geometry as ORCA input:
```
! RIJCOSX wB97M-V def2-TZVPD def2/J DEFGRID3
* xyz 0 1
C 0.189 -0.544 1.422
C -0.341 -1.767 0.691
C -0.639 1.765 -0.729
C 1.654 -0.173 -0.472
N -1.595 2.039 0.165
C 1.070 0.425 0.550
C 1.967 -0.501 -1.687
O -1.034 0.981 -1.715
H -1.840 0.455 -1.512
H -1.430 2.748 0.858
H -2.530 1.611 0.119
H 1.620 1.139 1.151
H 0.728 -0.827 2.326
H -0.655 0.084 1.737
H 1.554 0.038 -2.529
H 2.705 -1.254 -1.901
H 0.434 -2.528 0.617
H -0.661 -1.501 -0.315
H -1.195 -2.188 1.223
*
```

***

Here is an isolated molecule of C6H11NO at a distorted geometry from the OMol25 dataset. Energies are from ωB97M-V/def2-TZVPD.

HOMO energy   -0.30528 hartree
Frontier orbital gap   8.9138 eV
Structure (SMILES)   [H]/N=C(OC)\C(C)=C/C
Electronic energy   -365.12540 hartree

Geometry as ORCA input:
```
! RIJCOSX wB97M-V def2-TZVPD def2/J DEFGRID3
* xyz 0 1
C 0.143 -2.494 -0.493
C -0.420 2.296 -0.905
C -0.016 -0.099 2.133
C 0.345 -0.114 -0.954
C -0.070 1.030 -0.181
C -0.673 0.607 0.990
O -0.393 -1.180 -0.347
N 1.217 -0.359 -1.834
H 1.730 0.464 -2.130
H -1.525 1.202 1.325
H -0.536 -3.175 0.015
H 1.150 -2.546 -0.074
H 0.188 -2.739 -1.555
H 0.332 2.545 -1.655
H -1.378 2.192 -1.423
H -0.507 3.146 -0.227
H 0.827 -0.696 1.795
H 0.328 0.643 2.857
H -0.741 -0.722 2.661
*
```

***

Here is a cluster of 2 separate species, C6H11NO in total at a distorted geometry from the OMol25 dataset. Energies are from ωB97M-V/def2-TZVPD.

HOMO energy   -0.29689 hartree
Frontier orbital gap   8.9208 eV
Structure (SMILES)   Cc1c[nH]c(C)c1.O
Electronic energy   -365.18339 hartree

Geometry as ORCA input:
```
! RIJCOSX wB97M-V def2-TZVPD def2/J DEFGRID3
* xyz 0 1
C 2.540 0.600 0.550
C 1.120 0.305 0.575
C 0.267 0.697 1.580
N -0.980 0.074 1.252
C -0.906 -0.736 0.116
C 0.403 -0.534 -0.345
C -2.110 -1.483 -0.419
H 3.151 0.182 -0.224
H 2.563 1.733 0.500
H 3.000 0.343 1.479
H 0.288 1.383 2.377
H -1.706 0.051 1.904
H 0.903 -1.011 -1.160
H -2.608 -1.190 -1.343
H -1.757 -2.550 -0.253
H -2.933 -1.375 0.292
H -1.093 1.200 -1.869
H 0.245 0.796 -2.516
O -0.386 1.517 -2.495
*
```

***

The records above yield energy relative to the best compared isomer or geometry (same formula, charge and spin) values of 72.1, 70.2, 0.0, 60.6, 77.6, 106.6, 66.6, 30.2 kcal per mole, respectively.